[1]
Computed, not measured: a cluster of 2 separate species, C2H14N2Si3 in total in a non-equilibrium geometry, with wB97M-V/def2-TZVPD.

```
21
Properties=species:S:1:pos:R:3:forces:R:3:mulliken_charge:R:1
H -3.700313 0.820360 0.567090 -0.35 0.49 -0.11 -0.18
H 2.271102 -0.326484 -2.315569 -0.27 0.05 -0.60 -0.20
H 1.681949 2.220988 -1.073836 0.37 -0.39 1.70 0.27
Si -1.872756 -2.414230 -0.323721 0.24 2.94 -1.07 0.20
N -1.896231 -0.852026 -0.133311 -0.34 -1.36 -0.41 0.15
H -1.522750 -2.749358 -1.674575 0.18 -1.16 -0.41 -0.05
N 1.546585 0.374340 -0.021168 -1.07 1.91 -0.24 0.14
Si 1.043324 -0.310526 -1.493892 0.07 0.22 -0.06 0.44
H 1.379923 -1.309095 0.947651 0.69 -2.50 0.22 0.36
H 0.768409 2.514694 0.433196 -0.23 -1.53 -0.39 0.26
H -1.374119 1.527090 -0.197118 0.16 1.69 -1.33 -0.14
Si -2.260106 0.654202 0.450805 1.25 -0.60 2.27 0.25
C 1.223579 -0.316021 1.164043 -0.34 1.85 2.61 -0.86
H 0.208467 -0.257527 1.604804 0.03 0.31 -0.73 0.14
C 1.576071 1.844350 0.009447 -0.26 0.73 -1.09 -0.90
H -2.357320 -3.190896 0.706144 -0.52 -1.93 1.26 -0.08
H -1.496352 0.785669 1.781798 -1.09 0.03 -0.10 -0.11
H 2.381946 2.111060 0.662753 1.11 0.46 -0.11 0.37
H 1.834307 0.062138 2.017202 0.19 -0.56 -0.49 0.31
H 0.674372 -1.682385 -1.144732 0.00 -0.40 -0.31 -0.26
H -0.110083 0.493651 -1.967005 0.18 -0.27 -0.60 -0.11
```
Positions in Å, forces in eV/Å.

Values from the calculation:
ΔE to the lowest compared entry with this formula, charge and spin: 74.56 kcal per mole
Gap between HOMO and LUMO: 7.781 eV
E: -1062.4647 hartree
Highest occupied orbital energy: -0.30254 hartree
SMILES: [SiH2]=N[SiH3].CN(C)[SiH3]

=====

[2]
Computed, not measured: a structure of composition C43H56BCrGeN10PS, with wB97M-V/def2-TZVPD.

```
114
Properties=species:S:1:pos:R:3:forces:R:3:mulliken_charge:R:1
H 3.179135 -2.634355 -2.408189 -0.01 0.00 0.01 0.55
N -0.272558 2.005416 0.489041 0.05 -0.06 -0.05 0.56
C 1.541810 4.508357 -1.595423 -0.10 0.00 0.02 -0.69
H 5.291829 0.146840 5.969803 0.00 -0.01 0.00 0.39
C 0.220059 -1.957993 1.364072 -0.08 -0.04 -0.11 -0.35
H 0.883718 -4.698121 -3.428620 -0.01 0.03 0.00 0.41
H -5.589308 -2.031231 -2.807394 -0.02 0.00 -0.01 0.27
H -1.531855 -0.890801 2.895133 0.00 -0.05 -0.05 -0.13
C -2.457645 2.324741 -3.156105 0.03 0.06 -0.01 -2.29
H -6.317686 -0.623401 -2.020152 0.01 -0.08 -0.01 0.49
C 5.619723 -1.926316 5.520483 0.02 -0.02 0.01 -0.44
C 2.415948 -0.816946 -1.608810 -0.05 -0.05 0.01 0.07
C -0.755388 -3.475081 3.077847 -0.03 -0.01 -0.01 -0.67
H 5.754841 -3.949774 4.813886 0.00 0.00 0.00 0.39
H -2.252733 -4.317644 -4.070969 0.01 0.01 0.00 0.38
C 2.238893 5.506471 -0.930368 0.04 0.19 -0.01 -0.94
H -0.643150 0.067162 4.059027 -0.01 0.00 0.00 0.25
H -1.365886 -3.176596 -1.183288 0.03 0.03 0.07 0.27
C -2.378140 1.025506 -2.613082 0.04 -0.09 -0.07 -0.08
C 5.082632 -0.668751 5.287504 -0.03 0.01 -0.04 -0.78
H -6.672501 0.396956 1.447712 -0.03 0.00 0.00 0.34
C 3.008149 5.804006 1.565062 0.05 0.09 0.02 -1.41
H 3.486526 6.731342 1.251115 -0.01 0.00 0.01 0.42
H 2.951763 2.351887 -2.223252 0.01 0.00 0.00 0.60
C -4.612851 -0.870116 -0.102175 -0.02 -0.02 -0.24 -0.87
C -1.336740 2.497016 2.353551 0.01 -0.01 0.01 -2.20
C 2.635136 -2.286107 -1.527867 -0.03 -0.01 -0.11 -0.95
C 1.155630 -2.178271 3.664722 -0.14 -0.02 -0.01 -0.67
C 5.116473 1.906604 0.504746 -0.02 -0.04 0.01 -1.28
C -0.027667 -0.896596 -4.447838 -0.02 0.06 -0.01 -1.05
N -0.491772 0.829864 1.106359 -0.01 0.21 0.11 0.86
N -1.299321 0.902966 -1.849531 -0.08 0.20 0.01 0.62
C 3.256937 0.149849 -2.194105 0.01 0.00 0.03 -1.98
N -0.674028 2.108810 -1.897936 0.06 -0.02 -0.11 0.19
C 5.340758 -2.963911 4.640406 0.00 0.01 0.00 -0.65
H 2.279798 6.053837 2.342892 -0.04 -0.02 -0.01 0.29
H -4.337729 0.194974 -2.609882 0.09 -0.02 0.01 0.35
H 2.591770 6.426163 -1.368093 0.00 -0.02 -0.01 0.48
C -4.592271 1.528999 0.259067 0.00 -0.02 -0.02 -0.86
H 1.830422 -3.343994 -4.063561 0.01 0.00 0.01 0.39
H -3.059987 -2.747431 -4.105780 -0.01 0.02 0.00 0.08
P 2.938441 -1.287186 1.779683 -0.03 0.08 -0.05 0.17
C -6.093526 -1.680131 -1.901418 -0.05 -0.01 -0.04 -1.21
H 3.768562 5.167646 2.024191 0.01 -0.02 -0.01 0.25
H 3.844390 0.531159 4.018921 0.00 0.00 0.00 0.37
C -0.704302 -2.950965 1.802451 0.00 0.03 -0.04 -0.38
C -6.673475 0.318065 0.351384 0.03 0.00 0.04 -1.22
H 4.324621 -3.548560 2.844364 0.00 0.01 0.00 0.37
C -0.817671 3.023391 1.192112 -0.01 0.06 0.01 -0.10
H -3.216465 2.712829 -3.816010 0.02 0.00 0.00 0.50
H 0.085748 -3.385997 5.078357 0.00 -0.01 -0.01 0.32
H 4.495417 3.887695 -0.100623 0.02 -0.01 0.00 0.50
C -3.314127 -0.108227 -2.840989 0.04 -0.03 -0.11 -0.26
C 4.682819 0.680725 0.974505 0.07 0.06 -0.02 -0.99
C 4.537274 -2.738207 3.532618 0.00 -0.01 0.00 -0.02
N 1.877817 3.780103 0.526403 -0.09 0.01 0.04 0.69
Ge -0.547527 -2.506668 -3.404548 -0.06 0.00 0.00 0.99
H -5.168489 2.397826 -0.068725 0.01 0.00 0.02 0.37
H -7.184145 -0.600877 0.076967 0.02 0.02 0.02 0.42
H -0.846250 4.028266 0.791366 -0.01 -0.04 0.02 0.78
H 4.183756 -0.026921 -2.715458 -0.02 0.01 0.01 0.43
C -1.100939 1.113894 2.264242 -0.01 -0.04 -0.04 0.53
C -2.135658 -3.269138 -4.361943 -0.02 -0.01 -0.06 -1.21
H -1.438967 -3.289861 1.078467 0.00 -0.02 0.02 0.15
N 1.149906 3.538146 -0.722977 0.38 -0.15 0.01 -0.11
H 1.169475 3.694557 1.273478 -0.02 -0.01 -0.01 0.73
B 0.454974 2.148408 -0.878398 -0.20 -0.07 0.09 -0.20
C -1.351915 2.980762 -2.663453 -0.06 0.01 0.04 -0.03
C 2.385770 5.159210 0.388205 0.02 -0.10 -0.05 0.17
C 1.245574 -1.700192 2.339982 0.07 0.04 0.09 1.92
H 1.897511 -1.901457 4.401775 0.06 0.02 0.02 0.43
N -5.231665 -1.897329 -0.753220 -0.01 -0.16 -0.03 0.26
C 2.932876 2.755021 0.834626 -0.10 0.01 0.00 0.46
H -2.002212 -3.232303 -5.448740 -0.02 -0.01 0.02 0.41
H 0.346147 -1.218683 -5.425287 -0.01 0.05 0.01 0.56
C 0.142578 -3.033784 4.054423 0.05 0.05 -0.01 -1.08
N -5.309912 0.337153 -0.160541 -0.08 0.10 0.14 0.34
H 1.523049 1.458759 1.837944 -0.03 -0.01 0.00 0.15
Cr -0.421039 -0.890131 -0.310873 0.32 -0.44 0.27 -1.04
C 4.268632 -0.452756 4.182223 0.03 0.01 0.05 0.15
H -1.021551 4.000839 -2.787394 -0.02 -0.03 -0.02 0.47
H -0.855407 -0.200044 -4.606535 0.02 -0.03 0.03 0.26
H 6.252440 -2.097925 6.383009 0.00 0.00 -0.01 0.37
H -1.509234 -4.217267 3.327428 0.01 0.01 0.00 0.40
H -7.029010 -2.237532 -1.791847 -0.01 0.01 0.00 0.33
H -3.279387 -0.416122 -3.888953 -0.01 0.01 -0.02 0.48
H -2.995453 -0.959003 -2.231187 0.01 0.04 -0.02 -0.58
C 4.216047 2.959086 0.379225 0.02 0.00 -0.06 0.01
S -3.157403 -1.033467 0.643879 -0.05 0.14 0.41 0.47
H -4.460857 1.565723 1.347667 0.01 0.01 0.00 0.36
H 0.589690 -4.095912 -5.076660 0.03 -0.03 0.03 0.45
N 1.511215 1.115506 -1.257267 0.03 -0.01 0.10 1.09
H 1.261286 4.431064 -2.632283 0.00 0.03 0.01 0.55
H 3.217993 -2.527310 -0.635437 -0.02 0.00 -0.04 -0.01
H -2.370146 0.381833 3.799008 0.01 -0.01 -0.01 0.42
N 1.347431 -0.222312 -1.074250 0.05 0.14 -0.15 0.78
H -3.778802 -3.272086 -1.442392 0.01 0.01 0.02 0.26
C 3.984473 -1.481302 3.286268 -0.02 -0.02 0.01 -0.31
H 5.361453 -0.165814 0.957216 -0.01 0.00 0.01 0.39
C 3.379773 0.486815 1.449398 -0.01 -0.09 0.13 -0.27
C -0.819286 -2.276100 -1.535972 0.06 -0.05 -0.13 0.27
H -1.845222 3.021302 3.146436 0.00 -0.01 -0.02 0.49
H -5.378526 -3.950423 -1.013466 0.01 0.01 0.00 0.36
C -4.616589 -3.217361 -0.738938 0.01 0.02 -0.05 -0.91
H -3.605366 1.554382 -0.198942 -0.03 0.00 0.00 -0.12
H -7.231879 1.163312 -0.054651 -0.01 0.01 -0.01 0.33
H -4.228422 -3.439410 0.251055 -0.03 0.01 0.03 0.33
C 2.523827 1.577315 1.447758 -0.05 0.03 -0.09 0.17
H 0.771893 -0.355176 -3.933618 -0.02 -0.02 0.00 0.08
C -1.435158 0.105829 3.307839 0.00 0.05 0.04 -1.15
H 1.665654 -2.785014 -1.453087 0.02 0.00 0.03 -0.28
C 2.649511 1.353545 -1.954869 0.01 0.04 -0.03 -0.15
C 0.840133 -3.801077 -4.051643 -0.02 -0.04 -0.03 -1.65
H 6.135088 2.025480 0.157738 -0.01 0.01 0.01 0.36
```
Positions in Å, forces in eV/Å.

Values from the calculation:
Total charge: -1
Expectation value of S²: 0.768
Spin multiplicity: 2
Gap between HOMO and LUMO (spin up / spin down): 3.424 / 2.863 eV
E: -6105.3064 hartree
Highest occupied orbital energy (spin up / spin down): -0.05743 / -0.05651 hartree

=====

[3]
Computed, not measured: an isolated molecule of C5H6O in a non-equilibrium geometry, with wB97M-V/def2-TZVPD.

```
12
Properties=species:S:1:pos:R:3:forces:R:3:mulliken_charge:R:1
H 2.558745 -0.318315 -1.548493 -1.60 0.66 -0.23 0.30
H 2.047112 -1.852958 -1.247021 -0.84 0.40 0.40 0.28
H -1.384082 0.301761 -1.535420 -0.61 0.03 -1.64 0.29
H -1.979251 1.229273 2.146679 -0.32 0.82 1.95 0.27
H 2.355430 -0.727008 0.004817 -0.65 0.16 1.06 0.32
C -1.391348 0.629417 0.412526 2.19 -0.11 -1.39 -0.30
C 0.364066 -0.514209 -0.953389 3.65 -0.81 -1.02 0.11
H -2.164498 1.268014 0.199583 -2.13 1.15 -0.93 0.32
C -0.685897 0.177679 -0.754189 -2.33 0.81 2.25 -0.21
C 1.780507 -0.816180 -0.910520 2.03 -1.70 -0.74 -0.94
C -1.161197 0.643556 1.784384 0.49 -1.85 -0.12 0.10
O -0.339586 -0.021028 2.401045 0.12 0.44 0.42 -0.53
```
Positions in Å, forces in eV/Å.

Values from the calculation:
ΔE to the lowest compared entry with this formula, charge and spin: 119.30 kcal per mole
Gap between HOMO and LUMO (spin up / spin down): 8.459 / 6.260 eV
E: -269.1561 hartree
Highest occupied orbital energy (spin up / spin down): -0.31098 / -0.29152 hartree

=====

[4]
Computed, not measured: a structure of composition C30H32ClN3SScSi2 in a non-equilibrium geometry, with wB97M-V/def2-TZVPD.

```
70
Properties=species:S:1:pos:R:3:forces:R:3:mulliken_charge:R:1
N -1.862700 -2.441949 -0.420544 0.20 0.45 -0.13 -0.46
C 2.305502 4.795680 -4.499789 0.19 -0.08 0.37 -0.57
H 0.332741 -4.591497 -1.357778 -0.41 0.27 0.04 0.27
H -0.930592 5.145664 2.008791 -0.51 -0.21 -0.83 0.43
C -2.969023 3.510199 -0.870631 0.21 0.60 0.68 -1.11
H 2.818246 5.127404 -5.404061 -0.20 0.06 0.29 0.41
C 0.886278 -0.406465 2.084644 -0.35 0.76 0.42 -0.56
H 0.479653 2.931495 1.640824 -0.09 -0.56 -0.01 0.61
H -6.069347 7.085564 -0.896444 0.41 0.02 -0.02 0.37
C -0.510926 -0.221859 2.376691 0.90 0.53 0.06 -0.92
C -3.467502 3.496007 0.435884 -0.24 -0.20 0.41 -0.83
H -6.294733 9.563787 -0.924746 0.92 -0.43 -0.05 0.35
Cl -0.876881 0.917520 -2.195988 0.11 -0.24 0.64 -0.35
Sc -0.230833 0.403822 0.051315 0.00 -0.97 -1.46 0.42
H -4.385659 2.935374 0.646353 0.34 0.25 0.02 0.41
C 1.013268 3.691610 -2.294842 0.30 0.20 -0.11 0.61
H 4.148074 4.445577 -3.389552 -0.33 0.12 -0.09 0.41
H -3.844675 5.992585 -0.882683 0.00 0.31 -0.17 0.19
C -0.601224 -2.889961 -0.699986 0.25 -0.51 -0.76 0.79
H 0.015484 7.468855 -0.299552 -0.07 0.33 -0.23 -0.29
H -1.186817 -1.010094 2.729723 0.33 0.42 -0.22 0.62
H 2.179418 8.797049 -4.826803 -0.24 0.01 0.19 0.39
C -1.550424 4.758957 1.167162 0.06 0.31 0.27 -0.85
C -2.717565 7.832031 -1.091270 -0.54 -0.12 0.71 0.30
H -2.637440 -2.925736 -0.903442 0.51 0.67 0.55 0.28
C 0.911847 4.750279 -4.460185 0.05 -0.16 0.28 -0.22
H 0.655318 8.598248 -6.781208 -0.27 -0.17 0.63 0.38
H -4.192505 10.929092 -0.972015 0.15 -0.29 -0.08 0.38
C -1.049010 8.086440 -5.501199 -0.10 0.04 0.10 -0.55
C 1.439753 0.876782 1.728518 -0.77 -0.37 0.32 -0.70
H 2.489065 1.060037 1.467655 -0.58 -0.02 0.11 0.41
H -3.194893 4.203871 2.480326 0.26 -0.06 -0.52 0.45
H -1.806649 1.633725 2.363312 0.44 -0.11 -0.12 0.51
C -1.506060 7.813199 -4.193975 0.20 -0.49 -0.45 -0.14
Si -1.648966 4.095748 -3.178722 1.22 1.47 1.34 -0.60
H -2.455666 3.152335 -4.016302 0.19 -0.01 0.63 -0.06
C 1.139983 8.513772 -4.654706 0.08 0.18 -0.14 -0.35
C -2.790100 4.177418 1.458034 0.17 0.05 -0.26 -0.66
S 0.834923 -1.995091 -0.490306 -1.07 -0.42 -0.33 -0.26
C -0.613350 7.790629 -3.101548 0.37 -0.10 0.57 0.43
C 0.387020 1.852795 1.806706 -0.39 -0.66 0.44 -0.26
H -2.443236 -1.021614 0.898703 -0.19 -0.36 -0.16 0.37
H 0.377413 5.126001 -5.331057 -0.11 -0.05 0.25 0.36
N -0.579878 -4.158587 -1.224120 0.37 1.01 0.85 -0.48
C 2.404475 3.855319 -2.272222 -0.21 -0.18 -0.13 -0.61
H 1.380059 8.382791 -2.523985 0.00 -0.15 -0.15 0.32
C 3.057496 4.402800 -3.386061 -0.28 -0.31 0.20 -0.52
H -1.741944 8.046348 -6.347293 0.08 0.01 0.42 0.35
H 0.041553 4.979410 -0.226492 -0.74 0.04 -0.51 0.76
H 2.965410 3.494180 -1.392754 -0.19 0.22 -0.63 0.36
C -0.831739 1.166590 2.198692 1.05 0.01 0.12 -0.17
N -2.046844 -1.066173 -0.038161 -0.56 -0.69 -0.42 -0.43
H -1.971865 9.864607 -1.112480 -0.25 -0.18 -0.10 0.32
H -3.415449 2.841788 -1.592625 -0.40 0.26 -0.26 0.42
H -2.564778 7.557928 -4.070866 0.40 0.04 0.09 0.42
H 1.434024 -1.360273 2.153772 -0.41 0.79 -0.08 0.67
C 0.290277 8.400628 -5.760635 -0.19 0.01 0.65 -0.61
H -2.713328 -0.629203 -0.692276 0.45 -0.18 0.18 0.39
H 0.548122 3.092253 -1.497296 0.15 0.67 -0.34 -0.33
C -5.157704 7.686679 -0.957322 -0.23 0.27 0.14 -0.71
C -2.859446 9.226526 -1.085504 -0.21 0.38 0.02 -0.44
Si -1.012887 7.063975 -1.305151 -0.29 1.53 -1.27 0.66
C -3.892606 7.078900 -0.978709 -0.43 0.01 0.00 0.27
H -1.331528 -4.784871 -0.969420 0.06 -0.04 -0.16 0.24
C -1.876463 4.308928 -1.251197 0.01 -2.76 -0.56 0.61
C -1.052091 4.841048 -0.172396 -0.46 -0.03 -0.33 0.29
C 0.224618 4.212876 -3.347052 0.51 -0.57 -0.53 0.65
C -4.115469 9.841139 -1.014111 -0.21 -0.03 0.08 -0.60
C 0.686555 8.260368 -3.353709 0.20 -0.44 -0.43 -0.72
C -5.294207 9.080815 -0.968814 0.39 -0.20 -0.04 -0.47
```
Positions in Å, forces in eV/Å.

Values from the calculation:
ΔE to the lowest compared entry with this formula, charge and spin: 59.65 kcal per mole
Total charge: +1
Gap between HOMO and LUMO (spin up / spin down): 4.222 / 5.001 eV
E: -3524.4707 hartree
Highest occupied orbital energy (spin up / spin down): -0.29187 / -0.32045 hartree